[1]
134
Properties=species:S:1:pos:R:3:mulliken_charge:R:1 method="wB97M-V/def2-TZVPD" charge=+1 multiplicity=1 total_energy_ha=-11314.39038 largest_force_ha_per_bohr=0.0317
C 3.77 -5.47 0.88 -0.961
C 3.43 -4.62 -0.35 0.180
C 2.06 -3.99 -0.20 -0.293
O 2.04 -3.32 1.05 0.025
C 0.84 -2.64 1.45 1.639
C 0.75 -1.36 0.62 -1.787
C 0.12 -0.11 1.16 0.538
C 0.02 0.95 0.26 -1.165
C -0.50 2.17 0.62 -1.279
C -0.94 2.41 1.91 0.794
C -1.45 3.73 2.37 -1.124
C -0.87 1.35 2.80 -1.141
C -0.36 0.12 2.43 0.199
C 1.20 -2.51 2.92 -2.039
C 2.31 -1.81 3.62 -1.121
C 3.68 -1.59 2.98 -0.767
C 3.83 -0.25 2.27 -0.546
C 3.49 0.92 3.16 -1.063
N 4.31 0.93 4.39 -0.223
C 3.92 2.04 5.20 0.254
N 3.15 1.92 6.20 -0.669
N 4.42 3.31 4.82 -0.569
N 0.36 -3.12 3.65 0.281
C -0.82 -3.78 3.03 0.719
C -0.63 -5.26 3.40 -1.690
S -1.70 -6.43 2.53 -0.052
C -0.56 -7.68 1.89 -0.651
C 0.07 -7.36 0.52 -0.518
C -2.07 -3.10 3.56 -0.647
Br -1.86 -2.62 5.46 0.000
C -3.35 -3.93 3.46 -0.455
C -4.58 -3.15 3.93 -1.776
C -0.41 -3.56 1.53 0.344
C -1.55 -3.47 0.49 -0.149
Cl -0.99 -3.99 -1.12 0.003
C -2.33 -2.09 0.45 1.786
C -3.85 -2.32 0.60 -1.311
Cl -2.15 -1.23 -1.12 -0.157
H 4.31 -6.38 0.63 0.371
H 2.83 -5.79 1.34 0.033
H 4.29 -4.91 1.64 0.284
H 3.49 -5.19 -1.27 -0.340
H 4.15 -3.81 -0.36 0.400
H 1.90 -3.34 -1.05 0.219
H 1.35 -4.81 -0.24 0.010
H 0.26 -1.62 -0.31 1.070
H 1.76 -1.12 0.32 1.378
H 0.35 0.82 -0.76 0.576
H -0.56 2.94 -0.12 0.877
H -2.11 4.22 1.67 -0.010
H -2.01 3.61 3.29 0.416
H -0.62 4.40 2.54 0.239
H -1.22 1.52 3.81 0.454
H -0.35 -0.66 3.17 -0.095
H 1.91 -0.84 3.91 0.353
H 2.48 -2.33 4.56 0.665
H 4.00 -2.39 2.33 -0.062
H 4.39 -1.57 3.79 0.631
H 4.89 -0.17 2.02 0.604
H 3.31 -0.18 1.33 0.072
H 2.44 0.92 3.45 0.351
H 3.65 1.84 2.60 0.609
H 5.27 1.13 4.13 0.350
H 2.90 0.94 6.32 0.295
H 3.66 3.80 4.36 0.255
H 4.60 3.84 5.67 0.327
H 0.54 -3.11 4.65 0.597
H 0.42 -5.50 3.30 0.764
H -0.85 -5.36 4.47 0.409
H -1.18 -8.55 1.77 0.434
H 0.20 -7.95 2.61 0.456
H 1.13 -7.21 0.62 0.018
H -0.43 -6.52 0.07 0.110
H -0.09 -8.20 -0.14 0.481
H -2.25 -2.15 3.08 0.268
H -3.48 -4.36 2.48 0.277
H -3.22 -4.76 4.14 0.631
H -5.48 -3.48 3.43 0.381
H -4.73 -3.26 4.99 0.477
H -4.43 -2.09 3.75 0.433
H 0.01 -4.54 1.31 -0.640
H -2.27 -4.22 0.75 0.824
H -2.01 -1.41 1.22 -0.935
H -4.38 -1.79 -0.17 0.535
H -4.17 -1.95 1.56 0.220
H -4.11 -3.36 0.50 0.267
Cl 3.67 -7.18 -2.84 -0.163
C 4.57 -6.74 -4.33 -0.486
C 5.77 -5.88 -4.04 -0.489
Cl 5.30 -4.24 -3.49 -0.170
H 3.88 -6.26 -5.01 0.312
H 4.90 -7.68 -4.78 0.337
H 6.35 -5.75 -4.95 0.361
H 6.41 -6.32 -3.28 0.312
Cl -2.85 4.07 -0.66 -0.063
C -4.36 4.99 -0.36 -0.703
C -4.48 6.18 -1.28 -0.024
Cl -3.25 7.42 -0.93 -0.180
H -4.35 5.28 0.69 0.340
H -5.19 4.31 -0.51 0.390
H -5.45 6.65 -1.14 0.386
H -4.40 5.89 -2.33 -0.086
Cl 0.50 6.89 -6.06 -0.201
C -0.74 6.46 -4.86 0.260
C -0.14 6.23 -3.50 -0.101
Cl 0.88 4.76 -3.50 -0.233
H -1.26 5.57 -5.21 -0.333
H -1.45 7.28 -4.83 0.240
H -0.91 6.09 -2.75 -0.086
H 0.48 7.07 -3.19 0.417
Cl -2.85 3.16 -4.67 -0.140
C -3.66 2.99 -6.26 0.030
C -2.70 3.20 -7.40 -0.501
Cl -2.15 4.89 -7.51 -0.143
H -4.49 3.70 -6.29 -0.281
H -4.06 1.98 -6.29 0.357
H -3.20 2.96 -8.34 0.342
H -1.82 2.57 -7.31 0.356
Cl 3.19 5.01 -0.13 -0.139
C 3.73 5.61 -1.72 -0.303
C 5.03 6.38 -1.64 -0.443
Cl 4.83 7.93 -0.78 -0.193
H 2.93 6.22 -2.13 0.117
H 3.86 4.74 -2.36 0.308
H 5.37 6.62 -2.65 0.320
H 5.80 5.81 -1.14 0.329
Cl -4.24 6.84 -4.49 -0.040
C -5.39 7.67 -5.58 -0.622
C -6.53 6.78 -5.98 -0.459
Cl -5.97 5.43 -7.00 -0.193
H -4.83 8.01 -6.44 0.341
H -5.77 8.54 -5.05 0.331
H -7.26 7.35 -6.56 0.351
H -7.04 6.35 -5.12 0.293

***

[2]
177
Properties=species:S:1:pos:R:3:mulliken_charge:R:1 method="wB97M-V/def2-TZVPD" charge=-1 multiplicity=1 total_energy_ha=-26560.94754 largest_force_ha_per_bohr=0.1177
C -4.55 0.32 7.89 -0.754
C -6.03 -0.16 7.78 -0.824
C -6.34 -0.50 6.28 -0.829
C -5.87 -1.97 5.98 -0.472
C -4.79 -1.99 4.84 -0.249
C -3.38 -2.26 5.42 0.768
C -2.35 -1.93 4.30 0.091
C -0.89 -1.90 4.84 -0.448
C -0.13 -0.57 4.56 -0.174
C 1.18 -0.89 3.76 -0.454
C 2.21 0.25 3.74 -0.917
C 2.40 0.86 2.31 0.450
P 3.02 -0.74 1.45 0.151
O 3.00 -0.48 -0.20 -0.311
I 5.39 -1.16 2.06 -0.273
O 1.15 1.33 1.83 0.105
Al 0.83 2.78 2.90 -0.022
F -0.24 2.55 4.27 -0.552
Br 0.22 4.87 2.01 -0.482
O 2.63 2.94 3.26 -0.157
C 3.28 2.17 2.25 0.907
C 4.69 2.13 2.99 -0.848
S 5.34 3.75 3.51 -0.181
C 4.76 4.02 5.23 0.026
C 3.93 5.36 5.19 -1.094
S 3.50 3.19 0.72 1.622
O 3.42 4.61 0.98 -0.700
O 4.91 2.99 0.38 -0.821
C 2.75 2.94 -0.97 0.495
F 3.31 1.82 -1.51 -0.206
F 3.42 3.89 -1.70 -0.262
C 1.28 3.01 -1.45 0.595
F 1.02 1.84 -2.13 -0.328
F 0.32 2.94 -0.52 0.110
C 0.85 4.13 -2.46 0.351
F 1.63 4.34 -3.53 -0.282
F -0.32 3.66 -2.99 -0.311
C 0.44 5.52 -1.88 0.475
F -0.72 5.47 -1.24 -0.188
F 1.38 6.12 -1.19 -0.201
F 0.19 6.31 -2.96 -0.310
H -4.08 0.51 6.92 0.330
H -4.45 1.24 8.48 0.419
H -3.93 -0.46 8.37 -0.022
H -6.14 -1.05 8.41 0.415
H -6.76 0.58 8.14 0.338
H -5.79 0.23 5.66 0.387
H -7.41 -0.37 6.05 0.443
H -6.75 -2.57 5.72 0.065
H -5.38 -2.40 6.86 0.471
H -5.09 -2.76 4.13 0.201
H -4.72 -1.03 4.31 0.082
H -3.13 -1.56 6.23 -0.471
H -3.28 -3.31 5.76 -0.402
H -2.62 -0.93 3.93 0.327
H -2.47 -2.63 3.47 -0.320
H -0.95 -2.08 5.93 0.212
H -0.36 -2.77 4.42 0.357
H -0.75 0.00 3.86 -0.126
H 0.08 -0.02 5.49 0.337
H 1.60 -1.78 4.26 0.557
H 0.79 -1.22 2.78 -0.344
H 1.96 0.98 4.51 0.760
H 3.20 -0.14 4.03 -0.027
H 2.64 -1.28 -0.60 0.274
H 5.49 1.66 2.41 0.289
H 4.55 1.58 3.93 -0.124
H 4.12 3.18 5.54 0.042
H 5.61 4.14 5.92 0.342
H 3.02 5.11 4.64 0.089
H 4.51 6.03 4.54 0.343
H 3.77 5.78 6.18 0.395
C -3.69 3.33 1.13 -0.624
Cl -3.86 2.24 -0.26 -0.152
Cl -1.99 3.87 1.31 0.085
H -4.33 4.20 0.99 0.371
H -4.00 2.80 2.03 0.231
C 6.29 1.09 7.32 -0.338
Cl 5.57 1.61 8.84 -0.156
Cl 5.12 0.27 6.29 -0.065
H 6.67 1.96 6.79 0.178
H 7.10 0.41 7.54 0.405
C 2.92 1.60 -4.74 0.407
Cl 2.54 0.58 -6.13 -0.203
Cl 4.65 1.94 -4.64 -0.165
H 2.39 2.54 -4.84 0.022
H 2.62 1.09 -3.83 -0.098
C -1.45 -0.78 -0.04 0.542
Cl -0.49 -2.16 0.53 -0.223
Cl -3.18 -1.01 0.27 -0.003
H -1.12 0.11 0.47 -0.457
H -1.31 -0.68 -1.11 0.095
C -0.96 -2.05 9.49 -0.426
Cl -1.52 -3.60 8.84 -0.145
Cl -1.78 -0.69 8.70 -0.085
H -1.17 -2.02 10.55 0.353
H 0.11 -1.97 9.32 0.293
C 2.08 3.65 -8.28 0.187
Cl 0.65 3.78 -9.32 -0.188
Cl 3.56 3.50 -9.24 -0.133
H 2.15 4.55 -7.67 0.293
H 1.98 2.78 -7.65 -0.159
C -3.52 -5.80 3.22 -0.204
Cl -3.31 -5.28 4.91 -0.103
Cl -2.45 -4.95 2.10 -0.107
H -3.31 -6.85 3.15 0.216
H -4.55 -5.61 2.93 0.226
C -7.16 -0.85 0.37 -0.140
Cl -8.18 -2.24 0.79 -0.086
Cl -6.24 -0.22 1.73 -0.118
H -6.46 -1.15 -0.40 0.160
H -7.81 -0.07 0.00 0.175
C 2.33 6.59 -11.36 0.048
Cl 2.83 5.96 -12.93 -0.157
Cl 1.97 8.32 -11.44 -0.172
H 1.44 6.06 -11.03 0.097
H 3.13 6.44 -10.65 0.185
C -10.50 -3.91 -1.43 1.327
Cl -9.66 -5.35 -0.84 -0.166
Cl -12.26 -4.05 -1.27 -0.193
H -10.16 -3.05 -0.85 -0.438
H -10.25 -3.76 -2.47 -0.546
C -11.63 -0.80 0.74 -0.010
Cl -11.64 -0.14 2.37 -0.167
Cl -10.53 0.09 -0.32 -0.135
H -11.32 -1.84 0.78 -0.018
H -12.64 -0.73 0.33 0.350
C 4.74 1.06 -11.45 0.072
Cl 4.15 0.29 -12.93 -0.151
Cl 6.39 1.64 -11.65 -0.168
H 4.10 1.91 -11.22 0.070
H 4.71 0.34 -10.64 0.151
C 6.89 4.28 11.17 -0.277
Cl 7.93 3.60 9.92 -0.135
Cl 5.85 5.55 10.51 -0.140
H 6.26 3.50 11.57 0.237
H 7.51 4.71 11.95 0.312
C -8.88 -5.49 4.70 -0.422
Cl -8.00 -4.48 3.54 -0.056
Cl -7.83 -6.10 5.99 -0.156
H -9.67 -4.90 5.15 0.283
H -9.30 -6.34 4.17 0.336
C 6.19 -1.35 -6.07 0.207
Cl 7.35 -1.99 -4.89 -0.165
Cl 5.47 -2.65 -7.04 -0.169
H 5.40 -0.84 -5.54 -0.114
H 6.70 -0.67 -6.73 0.235
C -1.36 -9.19 4.71 -0.272
Cl -3.05 -8.67 4.70 -0.124
Cl -0.26 -7.80 4.77 -0.120
H -1.19 -9.81 5.58 0.284
H -1.16 -9.75 3.80 0.259
C 8.33 -0.33 -14.26 0.230
Cl 9.19 0.96 -15.11 -0.176
Cl 9.28 -1.82 -14.20 -0.141
H 8.12 -0.01 -13.25 -0.259
H 7.40 -0.54 -14.78 0.310
C 5.81 -2.75 -11.19 -0.339
Cl 4.13 -2.21 -11.08 -0.140
Cl 6.92 -1.37 -11.24 -0.050
H 6.04 -3.35 -10.32 0.287
H 5.94 -3.33 -12.09 0.290
C -8.59 -2.14 -4.95 -0.344
Cl -9.64 -3.52 -4.61 -0.190
Cl -7.73 -1.61 -3.50 -0.062
H -7.86 -2.43 -5.70 0.299
H -9.19 -1.32 -5.32 0.286
C -1.34 -2.40 -4.05 0.070
Cl -0.38 -3.77 -3.48 -0.152
Cl -3.07 -2.63 -3.73 -0.129
H -1.01 -1.51 -3.54 -0.102
H -1.20 -2.29 -5.12 0.318
C 12.49 -0.38 -12.04 -0.310
Cl 13.32 -1.89 -11.64 -0.161
Cl 10.79 -0.42 -11.56 -0.055
H 12.98 0.43 -11.53 0.305
H 12.55 -0.23 -13.12 0.236